No. 1
The following is a DFT calculation (ωB97M-V/def2-TZVPD) of 15 unconnected molecules or ions with the total composition C26H53Cl28N2O2.

The geometry in ORCA input format:
```
! RIJCOSX wB97M-V def2-TZVPD def2/J DEFGRID3
* xyz 1 1
C 4.154 0.361 -0.983
C 3.303 0.346 0.283
O 2.007 0.941 0.079
C 1.949 2.282 0.483
C 0.639 2.905 0.071
N -0.615 2.383 0.740
C -1.087 1.049 0.184
C -0.892 -0.100 1.141
C -1.418 -1.375 0.517
C -0.973 -2.612 1.286
O -1.618 0.137 2.348
C -1.722 1.478 2.758
C -0.597 2.374 2.262
C -0.795 3.784 2.835
C 0.431 4.657 2.714
N 1.365 4.736 3.553
H 4.987 1.058 -0.921
H 4.553 -0.633 -1.186
H 3.526 0.629 -1.834
H 3.107 -0.676 0.607
H 3.805 0.874 1.098
H 2.137 2.399 1.558
H 2.720 2.882 -0.021
H 0.487 2.760 -0.999
H 0.691 3.975 0.246
H -1.346 3.049 0.489
H -0.558 0.864 -0.748
H -2.151 1.156 -0.038
H 0.170 -0.222 1.381
H -2.504 -1.305 0.421
H -1.018 -1.413 -0.498
H 0.068 -2.844 1.053
H -1.569 -3.480 1.009
H -1.066 -2.461 2.362
H -1.673 1.471 3.847
H -2.700 1.909 2.496
H 0.348 1.954 2.602
H -1.024 3.656 3.895
H -1.672 4.255 2.379
H 0.517 5.253 1.805
H 1.178 4.152 4.372
C 0.644 -2.850 -2.964
Cl -0.620 -3.858 -2.237
Cl 1.212 -1.607 -1.836
H 1.487 -3.483 -3.213
H 0.234 -2.371 -3.845
C -1.881 -7.030 -3.716
Cl -0.962 -7.102 -5.225
Cl -1.501 -8.365 -2.622
H -1.610 -6.106 -3.222
H -2.936 -7.069 -3.954
C 3.947 -5.675 -2.184
Cl 2.305 -5.888 -2.798
Cl 4.486 -4.001 -2.434
H 3.942 -5.878 -1.120
H 4.628 -6.336 -2.705
C 3.877 7.286 3.871
Cl 4.044 8.904 3.172
Cl 5.241 6.244 3.446
H 3.840 7.380 4.949
H 2.971 6.831 3.489
C 0.798 10.524 4.562
Cl 0.359 8.877 4.070
Cl 0.072 10.975 6.103
H 1.876 10.564 4.659
H 0.445 11.206 3.799
C -3.027 -1.021 -2.739
Cl -4.301 -0.809 -1.526
Cl -3.641 -1.025 -4.390
H -2.315 -0.209 -2.640
H -2.544 -1.976 -2.567
C 7.050 -2.396 -0.075
Cl 5.898 -1.420 0.856
Cl 8.096 -3.383 0.950
H 6.483 -3.056 -0.721
H 7.675 -1.724 -0.650
C -6.738 -1.891 -6.101
Cl -5.600 -2.016 -7.455
Cl -8.074 -3.033 -6.243
H -6.199 -2.104 -5.187
H -7.142 -0.886 -6.096
C 8.024 -6.648 -2.737
Cl 7.656 -5.638 -1.331
Cl 6.712 -7.771 -3.132
H 8.181 -5.999 -3.590
H 8.910 -7.229 -2.516
C -4.632 -5.309 1.393
Cl -4.478 -3.689 0.690
Cl -3.165 -6.264 1.163
H -4.813 -5.202 2.455
H -5.454 -5.813 0.901
C -3.968 -0.212 5.453
Cl -5.583 -0.068 4.768
Cl -3.264 1.376 5.847
H -4.017 -0.786 6.370
H -3.324 -0.689 4.724
C 4.641 7.063 -0.145
Cl 3.017 6.336 -0.117
Cl 5.619 6.431 -1.468
H 4.528 8.132 -0.273
H 5.127 6.831 0.794
C -2.117 -2.399 -8.589
Cl -1.051 -2.723 -9.958
Cl -2.013 -3.650 -7.342
H -1.828 -1.454 -8.147
H -3.137 -2.366 -8.951
C -9.549 0.281 4.975
Cl -8.536 0.491 3.536
Cl -9.242 -1.255 5.790
H -9.325 1.086 5.664
H -10.585 0.305 4.663
*
```

Properties
Energy relative to the best compared isomer or geometry (same formula, charge and spin) in kJ/mol: 0.0
Calculated total energy in eV: -385518.2670
Gap between HOMO and LUMO in eV: 9.611
LUMO level in eV: -2.6

---

No. 2
The following is a DFT calculation (ωB97M-V/def2-TZVPD) of a molecular structure, C26H53ClIrO2P2Si2 in a non-equilibrium geometry.

The geometry in ORCA input format:
```
! RIJCOSX wB97M-V def2-TZVPD def2/J DEFGRID3
* xyz 0 6
Ir -0.184 0.007 -0.058
C -2.037 -0.020 2.266
C -2.041 1.149 1.475
C -2.233 0.717 0.082
Si -1.572 2.874 2.017
C -2.222 -0.723 0.067
C -2.014 -1.179 1.455
Si -1.474 -2.886 2.001
H -2.073 -0.025 3.358
H -2.572 1.322 -0.749
H -2.548 -1.313 -0.783
Cl 2.122 -0.186 -4.500
C -1.054 -2.886 3.815
C -2.808 -4.141 1.626
C -1.251 2.900 3.854
C -2.939 4.077 1.576
H -3.779 -3.704 1.900
H -2.643 -5.035 2.245
H -2.844 -4.440 0.571
H -0.334 -2.094 4.056
H -0.619 -3.857 4.086
H -1.961 -2.726 4.411
H -3.899 3.606 1.838
H -2.971 4.363 0.517
H -2.822 4.985 2.185
H -2.129 2.505 4.383
H -1.071 3.933 4.183
H -0.380 2.284 4.115
C 0.109 -3.245 1.022
C 0.044 3.254 1.083
P 0.324 -2.318 -0.546
H 0.145 -4.329 0.837
H 0.963 -2.985 1.664
P 0.243 2.297 -0.475
H 0.897 3.016 1.738
H 0.087 4.334 0.873
C 1.907 2.815 -1.129
C -1.022 3.225 -1.525
C -0.976 -3.206 -1.609
C 1.906 -2.968 -1.325
C 3.098 -2.007 -1.296
H 1.626 -3.134 -2.379
C 2.344 -4.295 -0.706
H 2.587 -4.157 0.354
H 3.256 -4.623 -1.220
H 1.606 -5.099 -0.795
H 3.062 -1.268 -2.103
H 4.021 -2.583 -1.448
H 3.161 -1.508 -0.322
H -1.907 -3.081 -1.038
C -0.737 -4.705 -1.799
C -1.130 -2.526 -2.965
H -0.720 -5.272 -0.860
H 0.186 -4.905 -2.358
H -1.568 -5.103 -2.399
H -1.499 -1.499 -2.866
H -1.862 -3.083 -3.564
H -0.181 -2.521 -3.519
H -1.917 3.234 -0.883
C -1.368 2.494 -2.819
C -0.640 4.680 -1.811
H -0.552 5.288 -0.903
H -1.436 5.130 -2.422
H 0.292 4.756 -2.386
H -1.601 1.435 -2.658
H -0.560 2.576 -3.559
H -2.259 2.965 -3.258
C 2.972 1.746 -0.888
C 2.412 4.149 -0.570
H 1.748 2.919 -2.216
H 2.608 4.076 0.507
H 1.729 4.987 -0.744
H 3.362 4.388 -1.069
H 3.308 1.754 0.157
H 3.845 1.959 -1.522
H 2.622 0.737 -1.131
C 0.986 0.088 -3.163
H 1.232 -0.577 -2.327
H 1.075 1.139 -2.866
H -0.016 -0.119 -3.547
C 2.314 0.638 3.244
O 1.303 0.910 2.252
C 1.234 -0.093 1.330
O 2.025 -1.032 1.442
H 2.070 -0.278 3.795
H 2.295 1.494 3.919
H 3.303 0.530 2.783
*
```

Properties
Calculated total energy in eV: -81606.8024
Gap between HOMO and LUMO (spin up / spin down) in eV: 3.125 / 6.840
LUMO level (spin up / spin down) in eV: 0.5 / -1.5

---

No. 3
The following is a DFT calculation (ωB97M-V/def2-TZVPD) of a molecular structure, C26H53F2NO27S2Zn in a non-equilibrium geometry.

The geometry in ORCA input format:
```
! RIJCOSX wB97M-V def2-TZVPD def2/J DEFGRID3
* xyz 0 1
Zn 0.937 2.268 -3.448
N 0.595 1.564 -1.638
S 1.673 0.946 -0.584
O 1.980 -0.409 -0.837
O 1.556 1.396 0.754
F 2.937 1.752 -1.132
S -0.809 1.189 -0.858
O -1.136 2.126 0.141
O -1.154 -0.173 -0.766
F -1.789 1.622 -2.059
C 3.817 1.952 -6.136
C 2.751 2.131 -5.094
O 1.946 3.106 -5.164
O 2.655 1.307 -4.144
H 4.019 0.904 -6.329
H 4.677 2.550 -5.844
H 3.433 2.337 -7.083
C -3.550 -9.466 4.087
O -3.262 -8.166 3.682
C -2.068 -7.673 4.274
C -1.983 -6.195 4.124
O -1.685 -5.866 2.793
C -1.547 -4.475 2.635
C -1.214 -4.141 1.202
O 0.012 -4.691 0.782
C 1.106 -3.808 0.990
H -4.072 -9.509 5.049
H -2.618 -10.041 4.220
H -4.098 -9.975 3.296
H -1.240 -8.209 3.795
H -2.044 -7.933 5.343
H -1.132 -5.857 4.740
H -2.883 -5.695 4.502
H -0.715 -4.112 3.261
H -2.478 -3.966 2.912
H -1.281 -3.064 1.044
H -1.953 -4.629 0.552
H 2.054 -4.348 1.007
H 1.060 -3.215 1.903
H 1.143 -3.142 0.121
C -3.137 1.165 -6.334
O -1.805 1.313 -5.837
C -1.442 0.677 -4.748
O -0.323 0.810 -4.285
O -2.374 -0.092 -4.235
C -1.951 -1.297 -3.541
H -3.112 1.659 -7.302
H -3.862 1.565 -5.635
H -3.386 0.129 -6.570
H -1.905 -2.088 -4.282
H -2.689 -1.527 -2.778
H -1.020 -1.140 -3.003
C 4.852 3.907 0.776
O 4.444 3.029 1.797
C 5.388 2.569 2.616
O 6.558 2.844 2.550
O 4.820 1.787 3.511
C 5.667 1.297 4.563
H 4.171 3.820 -0.072
H 5.808 3.595 0.336
H 4.957 4.938 1.105
H 4.996 0.912 5.325
H 6.230 2.129 4.982
H 6.312 0.510 4.180
C -4.556 3.033 -2.595
O -5.826 3.645 -2.398
C -6.864 2.828 -2.286
O -6.820 1.635 -2.401
O -7.947 3.559 -2.052
C -9.192 2.879 -2.066
H -4.384 2.197 -1.922
H -3.857 3.847 -2.451
H -4.502 2.624 -3.607
H -9.966 3.646 -2.006
H -9.349 2.267 -1.179
H -9.337 2.352 -3.006
C -4.416 -0.579 1.430
O -3.020 -0.322 1.511
C -2.527 0.033 2.682
O -3.150 0.259 3.680
O -1.207 0.116 2.564
C -0.480 0.651 3.670
H -4.988 0.344 1.331
H -4.778 -1.088 2.327
H -4.597 -1.236 0.584
H -0.901 1.611 3.979
H 0.515 0.873 3.292
H -0.466 -0.033 4.515
C 3.536 5.586 -3.532
O 2.832 6.012 -2.368
C 1.982 5.130 -1.885
O 1.650 4.125 -2.461
O 1.467 5.570 -0.755
C 0.518 4.737 -0.093
H 2.859 5.611 -4.392
H 3.868 4.551 -3.479
H 4.348 6.273 -3.732
H 0.015 5.340 0.659
H 0.976 3.895 0.426
H -0.232 4.353 -0.782
C 5.420 -2.489 3.988
O 5.154 -1.874 2.734
C 3.853 -1.627 2.459
O 2.925 -2.172 2.983
O 3.729 -0.598 1.639
C 4.847 -0.173 0.880
H 5.553 -1.741 4.772
H 6.346 -3.047 3.870
H 4.640 -3.171 4.318
H 5.190 -0.986 0.223
H 5.767 -0.016 1.450
H 4.533 0.660 0.270
*
```

Properties
Calculated total energy in eV: -160116.2926
Gap between HOMO and LUMO in eV: 8.797
LUMO level in eV: -0.1

---

No. 4
The following is a DFT calculation (ωB97M-V/def2-TZVPD) of 11 unconnected molecules or ions with the total composition C26H53F3O17 in a non-equilibrium geometry.

The geometry in ORCA input format:
```
! RIJCOSX wB97M-V def2-TZVPD def2/J DEFGRID3
* xyz 0 1
O 7.146 -2.961 0.239
C 7.278 -2.570 1.416
O 7.559 -3.369 2.505
C 7.429 -2.507 3.652
C 7.581 -1.085 3.155
F 8.866 -0.696 3.159
O 7.081 -1.268 1.846
H 6.412 -2.590 4.034
H 8.174 -2.613 4.441
H 6.978 -0.392 3.742
O 1.521 -2.074 1.178
C 0.881 -1.384 0.417
O -0.362 -1.635 -0.063
C -0.753 -0.523 -0.901
C 0.616 0.011 -1.318
F 0.368 1.379 -1.418
O 1.413 -0.311 -0.242
H -1.401 -0.889 -1.697
H -1.313 0.240 -0.360
H 0.874 -0.351 -2.313
O 3.779 -7.891 9.213
C 3.416 -7.935 8.059
O 3.693 -6.990 7.048
C 3.011 -7.376 5.890
C 2.573 -8.828 6.124
F 3.535 -9.591 5.620
O 2.638 -8.918 7.516
H 2.100 -6.788 6.003
H 3.398 -7.127 4.902
H 1.630 -9.113 5.657
C -4.014 -7.644 3.204
C -4.368 -7.574 4.682
C -3.970 -6.231 5.022
O -2.982 -5.782 4.119
C -2.988 -6.568 2.914
H -4.919 -7.560 2.602
H -3.785 -8.690 3.002
H -3.804 -8.321 5.241
H -5.451 -7.598 4.802
H -3.427 -6.384 5.955
H -4.845 -5.588 5.118
H -1.985 -6.980 2.804
H -3.423 -6.020 2.078
C 7.339 4.939 -1.916
C 5.946 4.920 -2.428
C 6.073 4.056 -3.653
O 7.398 4.506 -4.205
C 8.135 5.229 -3.178
H 7.570 3.931 -1.572
H 7.507 5.623 -1.084
H 5.598 5.872 -2.828
H 5.247 4.548 -1.678
H 5.234 4.250 -4.322
H 6.162 2.979 -3.510
H 8.159 6.309 -3.317
H 9.121 4.826 -2.944
C -2.007 6.522 -7.290
C -2.241 6.539 -5.772
C -3.739 6.901 -5.638
O -4.292 6.575 -6.915
C -3.320 6.881 -7.966
H -1.897 5.492 -7.629
H -1.100 7.057 -7.572
H -1.628 7.255 -5.224
H -2.114 5.519 -5.409
H -3.922 7.952 -5.415
H -4.180 6.342 -4.813
H -3.321 7.952 -8.168
H -3.530 6.339 -8.888
C 1.150 6.424 2.438
O 1.167 5.166 3.086
H 0.652 7.225 2.985
H 2.167 6.813 2.497
H 0.812 6.461 1.402
H 0.226 4.976 3.098
C -6.155 -1.185 2.300
O -4.964 -0.992 3.168
H -6.928 -1.809 2.750
H -6.623 -0.261 1.961
H -5.760 -1.731 1.443
H -4.667 -1.826 3.540
C -6.757 1.239 -4.027
O -7.194 -0.088 -3.832
H -5.876 1.463 -3.425
H -6.540 1.341 -5.090
H -7.539 1.977 -3.849
H -7.949 -0.294 -4.387
C -4.423 4.728 3.108
O -3.368 4.064 3.746
H -4.144 5.765 2.915
H -4.891 4.121 2.333
H -5.261 4.884 3.787
H -3.657 3.154 3.844
C -1.905 -2.693 -6.749
O -1.773 -1.261 -6.826
H -2.974 -2.882 -6.652
H -1.632 -3.005 -7.757
H -1.231 -3.070 -5.980
H -2.322 -0.928 -7.540
*
```

Properties
Energy relative to the best compared isomer or geometry (same formula, charge and spin) in kJ/mol: 0.0
Calculated total energy in eV: -70774.1493
Gap between HOMO and LUMO in eV: 9.655
LUMO level in eV: 0.1
Structure (SMILES): O=C1OC[C@@H](F)O1.O=C1OC[C@@H](F)O1.O=C1OC[C@@H](F)O1.C1CCOC1.C1CCOC1.C1CCOC1.CO.CO.CO.CO.CO

---

No. 5
The following is a DFT calculation (ωB97M-V/def2-TZVPD) of 3 unconnected molecules or ions with the total composition C26H53FN4O6S in a non-equilibrium geometry.

The geometry in ORCA input format:
```
! RIJCOSX wB97M-V def2-TZVPD def2/J DEFGRID3
* xyz 0 3
C -4.458 2.424 0.887
C -3.484 3.154 0.353
C -2.165 3.325 1.025
N -1.037 3.074 0.099
O 0.044 2.449 0.778
C -0.277 1.056 0.992
C -1.126 0.377 -0.049
N -0.505 0.412 -1.364
C -1.316 -0.266 -2.377
C -2.284 0.696 -3.110
C -3.688 0.158 -3.173
O -2.338 1.976 -2.524
S -0.485 4.455 -0.623
O 0.284 4.201 -1.792
O -1.576 5.360 -0.632
F 0.513 4.977 0.437
H -4.274 1.823 1.766
H -5.447 2.404 0.463
H -3.643 3.668 -0.582
H -2.095 2.620 1.845
H -2.121 4.323 1.456
H -0.763 0.980 1.964
H 0.676 0.542 1.077
H -2.140 0.762 -0.090
H -1.214 -0.662 0.272
H 0.336 -0.146 -1.274
H -1.899 -1.075 -1.927
H -0.632 -0.693 -3.103
H -1.923 0.781 -4.139
H -4.076 -0.047 -2.178
H -3.692 -0.766 -3.746
H -4.330 0.866 -3.685
H -1.480 2.398 -2.628
C 6.211 1.615 -0.026
C 6.201 1.319 -1.542
C 7.025 2.365 -2.294
C 6.345 3.731 -2.385
C 4.930 3.602 -2.949
C 4.069 2.588 -2.198
N 4.806 1.289 -2.081
O 4.725 0.595 -3.158
C 3.683 3.143 -0.818
C 2.765 2.349 -2.938
C 6.822 -0.058 -1.733
H 7.047 1.100 0.446
H 6.324 2.673 0.202
H 5.298 1.259 0.449
H 7.217 2.000 -3.308
H 7.997 2.456 -1.804
H 6.323 4.215 -1.405
H 6.935 4.385 -3.030
H 4.423 4.569 -2.929
H 4.995 3.302 -4.000
H 3.173 2.383 -0.225
H 2.991 3.973 -0.954
H 4.523 3.520 -0.242
H 2.931 2.050 -3.973
H 2.180 3.263 -2.943
H 2.175 1.585 -2.452
H 6.225 -0.828 -1.242
H 7.817 -0.056 -1.288
H 6.921 -0.319 -2.783
C -3.616 -4.064 4.805
C -3.552 -3.181 3.541
C -4.779 -3.415 2.659
C -4.761 -4.756 1.925
C -3.457 -4.936 1.148
C -2.209 -4.746 2.010
N -2.308 -3.451 2.752
O -1.991 -2.455 2.009
C -2.036 -5.934 2.968
C -0.968 -4.709 1.131
C -3.523 -1.732 4.005
H -4.124 -3.527 5.605
H -4.166 -4.991 4.652
H -2.618 -4.312 5.163
H -4.841 -2.611 1.919
H -5.671 -3.336 3.284
H -4.906 -5.581 2.627
H -5.604 -4.798 1.233
H -3.418 -5.930 0.697
H -3.434 -4.215 0.325
H -1.225 -5.746 3.672
H -1.780 -6.821 2.391
H -2.931 -6.175 3.536
H -1.044 -3.958 0.348
H -0.845 -5.682 0.656
H -0.076 -4.499 1.721
H -2.630 -1.528 4.597
H -4.399 -1.550 4.627
H -3.550 -1.035 3.171
*
```

Properties
Energy relative to the best compared isomer or geometry (same formula, charge and spin) in kJ/mol: 0.0
Calculated total energy in eV: -59613.6259
Gap between HOMO and LUMO (spin up / spin down) in eV: 8.550 / 9.197
LUMO level (spin up / spin down) in eV: 0.6 / 0.2